Entry from OMol25: a structure of composition C32H59BF9O47S12 (ωB97M-V with the def2-TZVPD basis set).

Last column: Löwdin charge in e.
Element x y z (Å)
O (3.63307, -0.95668, 0.48808)  -0.381
S (3.95513, 0.28360, -0.32635)  0.777
O (4.80817, -0.18771, -1.47630)  -0.369
O (4.78225, 1.30062, 0.71669)  -0.192
C (2.29311, 0.96741, -0.85100)  -0.228
C (2.38383, 2.44347, -1.49731)  -0.199
C (1.93092, 3.52167, -0.38362)  -0.214
C (0.58694, 4.34288, -0.73379)  -0.197
B (-0.37743, 4.34948, 0.60499)  -0.561
C (-1.87974, 3.71112, 0.38814)  -0.212
C (-1.93145, 2.34213, -0.45225)  -0.111
C (-1.66669, 1.01296, 0.39576)  -0.261
F (-0.92353, 1.22344, 1.60402)  0.050
F (-0.81163, 0.16513, -0.43064)  -0.001
C (-3.02793, 0.26054, 0.83914)  -0.189
F (-4.05138, 1.19294, 1.22151)  0.076
F (-2.70365, -0.44875, 2.06289)  0.045
C (-3.53855, -0.85849, -0.18993)  -0.150
F (-4.76961, -1.38425, 0.36995)  0.035
F (-2.66267, -2.00840, -0.26941)  0.073
C (-3.95952, -0.27381, -1.65660)  -0.277
F (-2.86773, 0.09537, -2.48459)  0.103
F (-4.62434, -1.36658, -2.32397)  0.056
F (-4.94849, 0.75144, -1.54634)  0.098
H (4.55835, 0.95576, 1.62409)  0.101
H (1.85104, 0.27440, -1.65722)  0.113
H (1.61295, 0.88688, 0.06206)  0.093
H (1.78551, 2.52541, -2.48234)  0.119
H (3.51092, 2.63528, -1.69045)  0.098
H (2.79347, 4.28619, -0.27769)  0.084
H (1.89443, 2.96533, 0.62346)  0.091
H (0.91843, 5.44226, -0.89512)  0.076
H (0.07090, 4.02658, -1.70601)  0.078
H (0.10350, 3.79374, 1.55951)  0.032
H (-0.53307, 5.49124, 0.95822)  0.033
H (-2.43859, 3.65150, 1.39922)  0.096
H (-2.47839, 4.49094, -0.23257)  0.097
H (-1.25999, 2.32566, -1.38258)  0.120
H (-3.01616, 2.25121, -0.85889)  0.104
C (5.41805, 7.10663, -0.03543)  -0.167
C (5.53465, 8.16850, -1.11845)  -0.167
O (5.10473, 7.52938, -2.31581)  -0.279
S (3.96008, 6.42568, -1.94112)  0.661
O (2.67881, 7.01729, -2.16241)  -0.211
O (4.33886, 5.16787, -2.49933)  -0.221
O (4.22845, 6.38046, -0.34288)  -0.201
H (6.26119, 6.41085, -0.07146)  0.132
H (5.34989, 7.54224, 0.96253)  0.119
H (6.55360, 8.54253, -1.22921)  0.133
H (4.85903, 9.00658, -0.91960)  0.131
C (-0.89168, -2.81852, -3.44038)  -0.168
C (-1.89753, -3.88486, -3.84600)  -0.174
O (-1.82845, -3.93982, -5.26982)  -0.194
S (-0.31171, -3.60209, -5.73671)  0.642
O (0.37148, -4.83717, -5.96664)  -0.234
O (-0.36123, -2.55318, -6.70395)  -0.224
O (0.21259, -2.98742, -4.33139)  -0.183
H (-1.30167, -1.81532, -3.58608)  0.125
H (-0.56609, -2.93020, -2.40542)  0.139
H (-2.90948, -3.64660, -3.51763)  0.129
H (-1.61101, -4.86675, -3.45738)  0.132
C (-8.60480, -1.63867, 2.11780)  -0.145
C (-7.18120, -1.21746, 2.44443)  -0.159
O (-7.31617, -0.01721, 3.20438)  -0.212
S (-8.68874, -0.09149, 4.06992)  0.653
O (-8.35932, -0.52307, 5.39324)  -0.222
O (-9.45269, 1.08726, 3.80460)  -0.219
O (-9.36779, -1.33655, 3.28698)  -0.286
H (-9.00920, -1.05353, 1.28670)  0.140
H (-8.67592, -2.70119, 1.88098)  0.140
H (-6.58388, -1.04249, 1.55091)  0.116
H (-6.68435, -1.96194, 3.07360)  0.139
C (-13.37161, -4.38725, 4.82280)  -0.177
C (-12.23252, -4.97955, 4.00803)  -0.164
O (-12.07886, -4.10254, 2.89367)  -0.188
S (-12.45455, -2.59103, 3.35485)  0.701
O (-11.23308, -1.90295, 3.66470)  -0.223
O (-13.42956, -2.07068, 2.44730)  -0.216
O (-13.19592, -2.96744, 4.74935)  -0.277
H (-14.33571, -4.63414, 4.38260)  0.092
H (-13.35152, -4.71890, 5.86194)  0.146
H (-12.44614, -5.99454, 3.67202)  0.135
H (-11.29617, -4.97380, 4.57440)  0.131
C (9.28616, -1.95243, -1.07391)  -0.171
C (8.87860, -3.30332, -1.64724)  -0.193
O (7.45747, -3.24837, -1.75389)  -0.191
S (7.00604, -1.71122, -2.06883)  0.701
O (6.80669, -1.58476, -3.47948)  -0.216
O (6.01825, -1.31184, -1.10860)  -0.281
O (8.41967, -0.99984, -1.69179)  -0.192
H (9.11866, -1.91469, 0.00653)  0.130
H (10.32892, -1.71252, -1.28755)  0.132
H (9.18442, -4.13411, -1.01185)  0.119
H (9.28714, -3.44416, -2.65047)  0.103
C (8.67039, 3.72359, -3.64329)  -0.172
C (9.39544, 5.05233, -3.48847)  -0.183
O (8.55110, 6.01172, -4.12292)  -0.194
S (7.00049, 5.55404, -3.94144)  0.695
O (6.44559, 6.26802, -2.82892)  -0.265
O (6.38444, 5.53014, -5.22868)  -0.203
O (7.28678, 4.02566, -3.47453)  -0.173
H (8.80955, 3.31295, -4.64756)  0.133
H (8.99234, 2.98904, -2.90393)  0.136
H (10.38300, 5.04362, -3.95052)  0.131
H (9.48990, 5.32993, -2.43412)  0.129
C (-18.00666, -1.95213, 6.44048)  -0.172
C (-18.08258, -1.45473, 5.00546)  -0.170
O (-16.75828, -1.59849, 4.49256)  -0.172
S (-16.05520, -2.88015, 5.19284)  0.694
O (-16.18723, -3.99890, 4.31039)  -0.222
O (-14.80086, -2.46139, 5.74251)  -0.208
O (-17.11840, -3.06922, 6.40603)  -0.186
H (-17.57459, -1.19350, 7.09918)  0.134
H (-18.98213, -2.25250, 6.82505)  0.135
H (-18.40946, -0.41684, 4.94148)  0.138
H (-18.74739, -2.08271, 4.40487)  0.133
C (-7.51882, 3.75653, 4.43469)  -0.175
C (-6.38140, 3.16299, 3.61870)  -0.167
O (-6.22630, 4.04058, 2.50312)  -0.184
S (-6.60066, 5.55042, 2.96309)  0.642
O (-5.38855, 6.23872, 3.27526)  -0.221
O (-7.57563, 6.07009, 2.05675)  -0.233
O (-7.33939, 5.17178, 4.35771)  -0.196
H (-8.48937, 3.51151, 3.99530)  0.118
H (-7.49762, 3.42497, 5.47366)  0.138
H (-6.59521, 2.14911, 3.28365)  0.107
H (-5.44525, 3.16854, 4.18521)  0.140
C (10.65321, -7.28263, -1.43267)  -0.158
C (11.78423, -7.85232, -2.27220)  -0.172
O (11.92332, -6.94903, -3.36940)  -0.186
S (11.54721, -5.45194, -2.87364)  0.641
O (12.76073, -4.76537, -2.55915)  -0.221
O (10.56157, -4.91929, -3.75888)  -0.226
O (10.82506, -5.86507, -1.48049)  -0.210
H (9.67886, -7.52232, -1.86777)  0.137
H (10.68599, -7.63648, -0.40161)  0.138
H (11.57070, -8.86051, -2.62766)  0.103
H (12.72625, -7.85496, -1.71558)  0.136
C (3.36437, 7.09290, 5.48240)  -0.178
C (3.99412, 8.13756, 4.57317)  -0.180
O (4.50599, 7.40239, 3.46307)  -0.214
S (3.54972, 6.11380, 3.19497)  0.631
O (2.63434, 6.44730, 2.15600)  -0.190
O (4.36824, 4.94361, 3.16440)  -0.221
O (2.74946, 6.14988, 4.60667)  -0.180
H (4.12566, 6.56853, 6.06761)  0.130
H (2.62372, 7.52550, 6.15627)  0.134
H (4.79153, 8.69323, 5.06747)  0.131
H (3.24229, 8.83787, 4.19706)  0.134
C (10.52262, -8.93738, -7.33022)  -0.166
C (9.35062, -9.72591, -6.76896)  -0.168
O (9.93108, -10.90877, -6.21742)  -0.189
S (11.41236, -10.55970, -5.65795)  0.653
O (11.31569, -10.32492, -4.24975)  -0.237
O (12.33953, -11.48337, -6.22670)  -0.216
O (11.58658, -9.12778, -6.39656)  -0.187
H (10.84181, -9.33764, -8.29663)  0.133
H (10.29312, -7.87645, -7.43569)  0.140
H (8.61462, -9.97775, -7.53243)  0.138
H (8.86005, -9.18029, -5.95757)  0.135

Results
- E_HOMO (eV) = -4.49
- total energy (Eh) = -10492.2265
- spin multiplicity = 1
- gap between HOMO and LUMO (hartree) = 0.207
- net charge = -1